# 1
The following is a DFT calculation (the ωB97M-V functional and the def2-TZVPD basis) of a structure of composition C8H15ClErGdNO2.

LUMO level (spin up / spin down) in eV: 2.4 / 2.4
HOMO energy (spin up / spin down) in eV: -2.995 / -3.392
Total charge: -1
⟨S²⟩: 30.29
Spin multiplicity: 11

XYZ file:
```
29
Properties=species:S:1:pos:R:3:forces:R:3
Gd -0.1514 0.5269 -3.2603 -1.4965 1.5039 2.6321
Cl 0.5951 -1.3755 -1.7895 0.1171 -0.4090 1.0939
C 1.8635 1.6211 -3.3540 1.2897 0.5886 -0.7596
C -1.4050 -0.8698 -4.5851 -0.4009 -0.3811 -1.2750
H 2.0262 2.0785 -4.3452 0.3992 0.0598 0.2257
H 1.9145 2.4021 -2.5731 -0.1032 -0.1959 -0.2299
H 2.6386 0.8638 -3.1499 0.0078 0.2619 -0.1525
H -1.4260 -0.5252 -5.6269 -0.2398 -0.3647 -0.1691
H -2.4229 -0.9508 -4.1873 -0.0226 -0.0127 -0.0867
H -0.9054 -1.8416 -4.5046 -0.1142 -0.0401 -0.1881
Er -0.8872 0.5984 0.5319 -0.1141 0.3527 -2.4726
C -2.5705 -0.7325 1.1996 -0.5458 -0.1880 0.2057
C -1.5930 1.9678 -1.2148 0.0116 -0.8102 -1.1049
H -3.5297 -0.4044 0.7903 -0.1417 -0.1414 0.1348
H -2.3734 -1.7694 0.9063 -0.0835 -0.0151 0.0853
H -2.5833 -0.6658 2.2935 -0.2704 -0.1940 0.1267
H -2.5159 1.7725 -1.8412 0.4045 -0.0142 0.5971
H -1.3537 3.0179 -1.4517 0.2328 -0.0564 0.0379
O 0.0918 1.5846 2.2571 1.2768 -0.9336 1.3480
C 0.6995 0.5055 2.6325 -0.6982 -0.2548 -1.0181
C 1.5064 0.2784 3.8817 -0.4999 0.1832 0.5933
C 1.8244 -1.2180 3.8051 0.7855 0.0803 0.6544
C 1.1872 -1.7169 2.5268 -0.7597 -0.1578 -1.4089
O 1.1345 -2.8558 2.0953 0.3168 1.3627 0.8965
N 0.6005 -0.6011 1.8757 0.7038 0.0101 0.9261
H 2.4009 0.9040 3.8696 -0.1427 0.0666 0.0638
H 0.8921 0.5356 4.7736 0.4599 -0.0008 -0.5772
H 2.9160 -1.3758 3.7758 -0.4596 -0.1888 -0.0288
H 1.4262 -1.7547 4.6687 0.0875 -0.1115 -0.1499
```
Forces are in eV/Å.


# 2
The following is a DFT calculation (the ωB97M-V functional and the def2-TZVPD basis) of the molecule C5H8BrNO2.

LUMO level in eV: -0.7
HOMO energy in eV: -8.079
SMILES: O=C([O-])[C@H]1C[NH2+]C[C@H]1Br
Energy above the lowest of the compared OMol25 structures with the same formula, charge and spin in kcal per mole: 24.3

XYZ file:
```
17
Properties=species:S:1:pos:R:3:forces:R:3
O -2.5340 1.5230 -1.0877 0.0372 -0.2587 0.1020
C -2.2486 0.6730 -0.2337 -0.0378 -0.0637 -0.0787
O -2.9187 -0.0658 0.5053 -0.0469 0.0231 -0.0141
C -0.7045 0.5192 -0.0181 0.2711 0.2679 -0.1215
C -0.2689 -0.3985 1.0942 -0.3914 0.1749 0.1940
N 1.2503 -0.4666 0.8673 0.1937 0.4521 0.2904
C 1.5330 0.0272 -0.5552 -0.4589 -0.1419 -0.1237
C 0.1467 0.0490 -1.1727 -0.0106 -0.6127 -0.0460
Br -0.2593 -1.8274 -1.6580 -0.0708 0.0701 -0.1130
H -0.3134 1.5245 0.1988 -0.2232 0.0759 0.0068
H -0.7107 -1.3834 1.0268 0.0739 -0.1320 -0.1821
H -0.4924 -0.0013 2.0791 0.2616 0.0459 0.0917
H 1.6652 0.2014 1.5114 0.1220 -0.0677 0.0383
H 1.6792 -1.3634 1.0814 -0.2219 -0.1845 -0.2283
H 2.2234 -0.6277 -1.0692 0.2491 -0.0393 0.1534
H 1.9080 1.0417 -0.4581 0.1959 0.0166 -0.1002
H 0.0448 0.5752 -2.1115 0.0570 0.3742 0.1310
```
Forces are in eV/Å.


# 3
The following is a DFT calculation (the ωB97M-V functional and the def2-TZVPD basis) of the molecule C5H7N.

LUMO level in eV: 0.9
HOMO energy in eV: -10.488
SMILES: CC1(C#N)CC1
Energy above the lowest of the compared OMol25 structures with the same formula, charge and spin in kcal per mole: 23.0

XYZ file:
```
13
Properties=species:S:1:pos:R:3:forces:R:3
C -1.3737 -0.6157 0.3782 0.0536 0.0462 0.0459
C -0.1753 0.1859 -0.1214 -0.0719 0.0532 -0.0507
C 1.1124 0.3699 0.6706 0.0539 0.0004 0.2157
C 1.0886 -0.5516 -0.5031 0.0773 -0.1468 -0.1295
C -0.4830 1.3581 -0.9164 0.0253 0.8280 -0.5354
N -0.6188 2.3447 -1.5068 -0.0545 -0.9274 0.4474
H -1.0519 -1.4549 1.0050 0.0624 0.2173 -0.0855
H -2.0711 -0.0021 0.9564 0.1750 -0.0177 -0.0447
H -1.9313 -1.0381 -0.4677 0.1843 0.1368 0.1197
H 1.1345 -0.0275 1.6788 0.0072 -0.1145 -0.1337
H 1.6757 1.2926 0.5395 -0.3908 -0.1145 0.0796
H 1.0909 -1.6183 -0.3054 -0.0681 0.1052 -0.1037
H 1.6028 -0.2429 -1.4078 -0.0538 -0.0662 0.1750
```
Forces are in eV/Å.


# 4
The following is a DFT calculation (the ωB97M-V functional and the def2-TZVPD basis) of the molecule C5H4O3.

LUMO level in eV: 0.9
HOMO energy in eV: -9.974
SMILES: O=C1[C@H]2O[C@@H]1[C@H]1O[C@H]12
Energy above the lowest of the compared OMol25 structures with the same formula, charge and spin in kcal per mole: 101.7

XYZ file:
```
12
Properties=species:S:1:pos:R:3:forces:R:3
C -0.8172 0.8332 0.6494 -0.3087 0.2315 -0.9107
C -0.2340 -0.4799 1.1058 1.5281 1.1644 -4.0929
C -0.9249 0.0962 -0.7621 1.2642 0.0470 1.6562
C 0.5965 -0.0829 -1.1192 -0.1626 1.8325 2.6974
C 1.1686 -0.3262 0.2766 -0.6266 -0.0977 -1.2670
H -0.2063 -0.9464 2.0196 -0.0867 -0.9110 2.1217
H -1.7416 0.3997 -1.4506 0.7428 -0.8001 0.2539
H 0.8806 -0.3544 -2.1114 0.6798 -0.2418 -0.1886
H 2.0969 -0.8514 0.5813 -0.8621 0.1713 -0.4451
O -1.1558 1.8684 1.0958 -0.2460 0.3157 0.2950
O -1.0633 -1.1107 0.0820 -0.8910 -0.1335 0.1748
O 1.4006 0.9544 -0.3673 -1.0312 -1.5784 -0.2947
```
Forces are in eV/Å.